[1]
81
Properties=species:S:1:pos:R:3:forces:R:3 method="wB97M-V/def2-TZVPD" s_squared=0.80 e_homo_ev="-5.9 / -6.5" spin_multiplicity=2 e_above_lowest_ev=0.454 charge=-1 lumo_ev="1.469 / 0.369"
Mg -0.16111 0.08879 0.91322 -0.100 0.316 0.277
C 2.08671 -6.19426 -1.58360 0.004 -0.004 -0.010
C 1.93324 -4.74575 -1.22671 0.003 -0.023 0.006
C 2.66320 -3.75784 -1.88894 -0.002 0.042 -0.002
C 2.50505 -2.43894 -1.55853 0.038 -0.035 0.002
C 1.56824 -2.01927 -0.56844 0.008 0.055 0.102
N 1.28932 -0.72780 -0.35417 0.052 0.142 -0.125
C 1.94461 0.32140 -1.03315 -0.088 -0.082 0.157
C 1.90079 0.37334 -2.42249 -0.030 0.059 -0.048
C 2.48789 1.41726 -3.11805 -0.027 -0.059 0.019
C 3.13688 2.42610 -2.43242 0.046 0.007 0.043
C 3.79625 3.57229 -3.14936 -0.001 0.015 -0.001
C 3.13004 2.39409 -1.03829 0.026 -0.020 -0.008
C 2.51705 1.39116 -0.29681 0.115 0.073 -0.041
C 2.34589 1.51287 1.24937 -0.056 0.123 -0.054
O 1.04410 1.43312 1.62039 0.236 -0.407 -0.084
C 3.23890 0.44694 1.99956 0.004 0.015 0.023
F 3.35154 -0.70731 1.32111 -0.013 0.040 0.049
F 4.50845 0.87511 2.19828 -0.065 -0.005 -0.050
F 2.73465 0.15448 3.19942 0.028 0.030 -0.028
C 2.78932 2.92047 1.78089 -0.002 0.043 0.015
F 2.64100 2.96436 3.11486 0.017 -0.005 -0.052
F 2.00268 3.87934 1.26288 0.037 -0.045 0.006
F 4.06456 3.30625 1.53514 -0.072 -0.059 0.020
C 0.93050 -3.04664 0.21593 -0.024 -0.098 -0.040
C 1.10946 -4.36004 -0.16980 -0.042 0.006 0.020
C 0.13418 -2.74980 1.52025 0.079 0.047 -0.116
O 0.21712 -1.49965 1.98479 -0.124 -0.049 -0.136
C -1.37254 -3.05138 1.25447 -0.023 -0.015 0.088
F -2.09802 -2.95199 2.37585 0.010 -0.018 -0.043
F -1.83451 -2.09584 0.40358 -0.008 -0.001 0.001
F -1.65868 -4.23508 0.69660 0.007 0.066 -0.006
C 0.65647 -3.69915 2.65637 -0.009 0.008 0.041
F 0.30264 -3.24774 3.85899 -0.030 -0.034 -0.031
F 1.99782 -3.77588 2.63924 -0.059 0.017 0.002
F 0.18811 -4.97209 2.57435 0.045 0.045 -0.010
H 2.27414 -6.31710 -2.65044 0.000 -0.002 0.000
H 1.19374 -6.76025 -1.32114 -0.004 0.002 0.000
H 2.92971 -6.63676 -1.04603 0.002 0.004 0.002
H 3.35604 -4.03571 -2.67451 0.006 0.003 0.001
H 3.08485 -1.69014 -2.07374 0.002 0.036 0.000
H 1.34215 -0.38886 -2.95042 0.017 -0.032 -0.013
H 2.41891 1.44297 -4.19920 0.002 0.003 -0.005
H 3.72005 3.45522 -4.23017 -0.003 0.001 0.000
H 4.85426 3.64199 -2.88936 0.002 0.000 -0.001
H 3.33131 4.52253 -2.87820 -0.011 -0.003 0.001
H 3.60373 3.22025 -0.53341 0.022 0.015 0.008
H 0.61227 -5.14125 0.38726 -0.008 -0.009 -0.019
F -0.97737 1.15713 -0.46923 -0.199 -0.214 -0.083
Sb -2.22399 -1.04970 -2.57100 -0.024 0.046 -0.016
F -3.48667 1.33648 -1.23021 0.055 -0.013 -0.026
F -1.58326 1.38970 -2.95373 -0.021 -0.066 -0.048
F -3.17820 -0.67717 -4.17647 -0.011 0.006 0.006
F -0.62716 -1.55796 -3.52425 -0.009 0.057 0.024
F -2.89414 -2.87275 -2.60394 0.062 0.054 -0.065
C -3.33548 3.76024 -2.76246 -0.043 0.034 -0.012
Sb -2.04171 2.69208 -1.47408 -0.026 -0.402 0.020
C -0.16123 3.58943 -1.81071 0.058 0.038 0.044
C -2.48021 3.44423 0.45440 0.033 0.117 0.017
H -3.02232 4.79918 -2.86770 0.021 0.001 0.013
H -4.34202 3.71360 -2.35124 -0.010 0.016 -0.018
H -3.31653 3.26691 -3.73183 -0.006 0.005 -0.009
H -0.24967 4.67307 -1.71700 -0.027 0.010 -0.011
H 0.19679 3.32018 -2.80133 0.003 0.007 0.002
H 0.52212 3.21500 -1.05133 0.025 0.014 -0.023
H -2.59271 4.52875 0.40036 -0.012 0.001 0.008
H -1.64983 3.19559 1.11304 -0.002 -0.011 0.017
H -3.40000 2.99380 0.81963 -0.005 -0.007 0.009
Se -0.66912 0.65795 3.95239 -0.003 0.171 0.012
N -1.62075 0.63071 2.44494 0.203 -0.105 0.365
C -2.86596 0.32239 2.77175 -0.062 0.021 -0.244
C -3.93288 0.17797 1.82963 0.035 -0.017 0.007
C -5.15998 -0.14998 2.30012 -0.031 -0.015 0.040
C -5.40808 -0.34883 3.70071 0.020 0.009 -0.057
C -4.42295 -0.21445 4.62002 0.029 0.009 -0.001
C -3.10744 0.12766 4.17349 -0.049 -0.018 0.135
N -2.05491 0.27509 4.96559 -0.022 0.020 -0.061
H -3.74283 0.33849 0.77492 0.011 0.020 -0.006
H -5.98065 -0.26957 1.60425 -0.004 0.002 0.004
H -6.40815 -0.61495 4.01877 -0.005 0.003 -0.004
H -4.59565 -0.36408 5.67708 0.009 0.002 0.003

***

[2]
90
Properties=species:S:1:pos:R:3:forces:R:3 method="wB97M-V/def2-TZVPD" s_squared=6.09 e_homo_ev="-4.1 / -5.6" spin_multiplicity=5 e_above_lowest_ev=0.541 lumo_ev="0.488 / -1.727"
Fe -1.72274 3.53492 -2.15240 2.393 -1.384 2.545
C -1.02454 5.40747 -2.16905 0.475 0.951 0.467
C -2.04602 5.20543 -1.19229 -0.039 0.485 -0.226
C -3.52336 5.41052 -1.48452 -0.179 0.443 -0.162
C -3.99578 4.80782 -2.84683 -0.633 0.068 -0.338
C -3.19993 3.61808 -3.31264 -0.334 -0.434 -1.997
C -1.95266 3.70777 -4.07077 -1.375 0.561 0.248
C -1.43106 4.99979 -4.63002 0.127 0.912 -0.216
C -1.25176 6.06014 -3.51476 -0.018 0.191 -0.311
C -0.45166 -1.15971 -1.17224 0.559 -0.398 -0.023
H -0.02595 5.63240 -1.78494 -0.298 -0.239 0.123
H -1.79947 5.25248 -0.11147 0.023 0.097 -0.865
H -3.73176 6.49436 -1.47257 -0.190 -0.160 0.015
H -4.12710 4.96896 -0.66813 0.261 0.124 -0.291
H -5.02623 4.42239 -2.72978 0.233 0.614 -0.064
H -3.98587 5.56222 -3.65085 -0.245 0.058 0.411
H -3.78506 2.70041 -3.44648 0.082 0.175 0.003
H -1.61350 2.85079 -4.63455 -0.233 0.002 0.157
H -2.07253 5.39761 -5.43372 -0.051 -0.041 0.072
H -0.45261 4.85084 -5.11961 -0.220 -0.187 0.269
H -0.37000 6.67419 -3.76714 -0.411 0.000 0.131
H -2.11616 6.73489 -3.42242 0.173 -0.094 -0.350
H 0.31474 -0.48256 -0.75854 -0.264 -0.326 -0.018
H 0.01435 -1.97140 -1.76642 -0.194 0.370 0.407
H -1.01595 -1.63777 -0.35295 0.149 0.460 -0.442
P -0.72392 2.94394 0.46067 0.028 -1.229 -0.549
P -1.54323 -0.21728 -2.25139 -1.103 1.873 0.935
C -1.97013 2.23257 -0.55518 -0.936 0.433 -0.187
C -2.13632 1.44083 -1.79337 0.076 -1.557 0.344
C -1.45931 3.31796 2.02991 -0.438 0.424 1.043
C -2.70684 3.96480 2.19133 0.628 -0.222 0.106
C -3.27129 4.07511 3.45908 0.079 -0.201 0.262
C -2.63338 3.49463 4.56169 0.081 -0.073 -0.091
C -1.39233 2.85805 4.41874 -0.404 0.328 0.116
C -0.79353 2.81613 3.17204 -0.300 0.223 -0.447
C 0.76829 3.88482 0.16555 -0.078 0.578 -0.719
C 1.43126 3.79014 -1.09372 -0.219 -0.030 0.483
C 2.61170 4.48917 -1.31654 -0.275 0.032 0.250
C 3.13637 5.30718 -0.30649 0.125 -0.129 -0.023
C 2.46097 5.45870 0.91378 0.245 -0.212 -0.282
C 1.27972 4.76416 1.16042 -0.321 -0.215 -0.529
C -3.00658 -1.27748 -2.41950 0.123 -0.504 -0.250
C -3.79939 -1.48634 -1.27608 0.063 -0.059 -0.325
C -4.83898 -2.41269 -1.31052 0.144 0.109 -0.120
C -5.10824 -3.11620 -2.48678 0.294 0.099 -0.144
C -4.32697 -2.89795 -3.62551 -0.078 0.014 0.147
C -3.26453 -1.99195 -3.59370 -0.235 0.083 0.337
C -0.69373 -0.02710 -3.82228 0.500 -0.466 -0.494
C 0.62332 -0.49323 -3.97798 -0.428 0.063 -0.203
C 1.31533 -0.24263 -5.15836 0.110 0.083 0.029
C 0.72824 0.49246 -6.18869 -0.189 -0.238 0.212
C -0.59291 0.91761 -6.05441 -0.019 -0.110 0.314
C -1.30256 0.66235 -4.87890 0.092 -0.175 -0.144
H -2.97723 2.50489 -0.16333 0.828 -0.168 0.276
H -3.23985 1.37558 -1.96052 0.925 -0.247 -0.138
H -3.21438 4.39805 1.33366 0.075 -0.135 0.082
H -4.22144 4.60213 3.59312 0.354 -0.236 -0.065
H -3.10157 3.53493 5.54312 0.059 0.032 -0.185
H -0.90322 2.38696 5.27379 -0.134 0.259 -0.199
H 0.19329 2.38270 3.04932 -0.116 -0.130 -0.009
H 0.95331 3.22721 -1.91090 0.344 0.106 0.470
H 3.09860 4.41414 -2.29428 -0.118 0.070 0.411
H 4.08081 5.82221 -0.49059 -0.313 -0.028 0.147
H 2.86787 6.12425 1.67929 -0.178 -0.170 -0.270
H 0.69824 4.97495 2.06540 0.337 -0.289 -0.297
H -3.58738 -0.92697 -0.36446 -0.053 -0.079 -0.179
H -5.43601 -2.59096 -0.41829 0.099 0.063 -0.186
H -5.91414 -3.84902 -2.50764 0.170 0.207 -0.038
H -4.53718 -3.44391 -4.54135 0.016 0.058 0.147
H -2.63123 -1.82737 -4.46530 -0.209 -0.125 0.143
H 1.09872 -1.07154 -3.18783 -0.026 0.235 -0.243
H 2.32559 -0.63125 -5.25739 -0.111 0.154 -0.063
H 1.28886 0.70606 -7.09591 -0.123 -0.044 0.162
H -1.08563 1.47642 -6.84349 0.122 -0.059 0.029
H -2.32747 1.03533 -4.79807 0.336 -0.238 0.131
C -0.87686 -0.70065 2.47204 -0.542 -0.081 0.284
C 0.51581 -0.28858 2.28090 1.262 1.177 -1.029
C 1.62828 -0.68049 3.08352 2.065 0.428 -0.245
C 2.76499 -0.08994 2.50223 -1.098 -0.972 1.252
C 2.29101 0.64140 1.36812 -1.721 -0.345 0.168
C 3.11270 1.36898 0.38442 0.406 0.001 -0.248
N 0.93315 0.54002 1.27914 0.250 -0.636 -0.181
H -1.17964 -1.44363 1.72936 0.011 0.074 -0.025
H -1.55460 0.15251 2.40019 0.015 0.003 -0.149
H -1.00336 -1.15969 3.45399 -0.013 0.015 -0.033
H 1.55811 -1.31971 3.95097 0.175 0.029 0.017
H 3.80650 -0.12491 2.79719 -0.198 -0.182 0.149
H 3.08203 2.45075 0.57026 -0.015 -0.165 -0.048
H 4.15702 1.03931 0.45334 -0.190 0.120 0.010
H 2.76574 1.19807 -0.64505 -0.048 0.124 0.340

***

[3]
27
Properties=species:S:1:pos:R:3:forces:R:3 method="wB97M-V/def2-TZVPD" s_squared=0.77 e_homo_ev="-16.5 / -17.5" spin_multiplicity=2 e_above_lowest_ev=0.000 charge=+2 lumo_ev="-6.462 / -10.003"
C 1.87716 -1.46835 -1.92697 2.230 -0.014 -0.775
C 2.17392 -0.16418 -2.64494 -1.699 0.870 -0.148
N 3.09497 -1.91781 -1.06403 -0.968 -0.729 0.287
H 1.11559 -1.41500 -1.18056 -0.904 -0.003 -0.156
H 1.79599 -2.24399 -2.70376 -0.641 0.018 0.782
H 2.87983 0.49946 -2.13232 -0.203 -0.143 -0.104
H 1.17640 0.34127 -2.70001 0.871 0.012 0.161
H 3.52473 -2.73782 -1.49630 0.627 0.372 0.007
H 3.75445 -1.18792 -0.78403 0.152 -0.071 -0.564
H 2.69664 -2.26978 -0.19175 0.244 -0.110 0.062
H 2.42116 -0.26765 -3.70276 0.483 -0.300 0.297
C -2.14536 2.97888 0.34003 -0.224 0.804 -0.102
C -1.30072 -0.82621 1.83499 0.070 -2.226 1.835
C -2.26614 -0.76565 0.81230 0.267 1.256 -0.407
C -0.61832 0.25358 2.44632 -0.447 1.433 -2.139
C -2.56552 0.49911 0.38249 -1.296 -0.223 0.718
C -0.85292 1.47347 1.85405 -0.335 -0.554 1.491
C -1.93886 1.64701 0.94125 1.346 -0.092 -1.225
O -1.16922 -2.05423 2.35047 0.083 0.821 -0.171
H -2.72909 -1.69754 0.51106 -0.136 0.227 -0.128
H -0.74614 -1.98359 3.21930 0.181 -0.386 0.073
H 0.15418 0.17339 3.18085 0.172 -0.457 0.447
H -3.45365 0.70758 -0.20049 0.215 -0.274 -0.507
H -0.28818 2.30817 2.24229 -0.111 0.358 -0.266
H -1.15759 3.43173 0.11651 -0.527 -0.122 0.127
H -2.64456 3.65736 1.04485 0.232 -0.004 0.217
H -2.78874 3.02871 -0.54881 0.315 -0.461 0.186

***

[4]
17
Properties=species:S:1:pos:R:3:forces:R:3 method="wB97M-V/def2-TZVPD" e_homo_ev=-8.5 smiles="C=C(O)/C=C/C.O" e_above_lowest_ev=3.087 lumo_ev=0.662
C -2.41007 1.02898 1.11063 1.213 1.748 0.468
C -1.35556 0.35881 0.60817 -2.874 -0.124 0.590
O -1.43724 -1.03140 0.60248 1.134 -0.002 -1.045
C -0.14511 1.00659 0.11224 0.923 -1.769 0.713
C 0.57747 0.37018 -0.83050 0.170 1.284 -0.378
C 1.98966 0.67463 -1.21730 0.865 1.416 -0.448
H -3.44226 0.77343 1.26597 0.078 -1.034 0.271
H -2.19167 2.02473 1.52500 -0.175 -0.006 -0.979
H -2.24061 -1.36950 0.20727 -0.371 0.171 -0.009
H 0.19159 1.82364 0.74312 0.391 -0.031 -0.200
H 0.02406 -0.20136 -1.56556 0.011 -0.899 0.485
H 2.65060 -0.12744 -1.53999 -0.539 -0.706 0.176
H 2.57297 1.18613 -0.44464 -0.390 -0.025 0.181
H 2.05706 1.35224 -2.08951 -0.362 -0.103 0.202
O 1.22637 -2.98908 0.54557 0.008 0.009 0.035
H 1.47295 -2.25929 -0.02474 0.208 0.101 -0.233
H 0.45980 -2.62131 0.99180 -0.290 -0.032 0.170

***

[5]
52
Properties=species:S:1:pos:R:3:forces:R:3 method="wB97M-V/def2-TZVPD" e_homo_ev=-11.9 smiles=CCC[NH+](CCC)CCOc1cc(C)ccc1C(C)C e_above_lowest_ev=0.007 charge=+1 lumo_ev=-2.081
C 3.31496 0.19529 2.15189 0.125 -0.162 -0.101
C 3.72217 -0.57069 0.89808 -0.110 0.202 0.025
C 3.34193 0.18215 -0.37434 0.756 -0.034 0.322
N 1.91317 -0.02205 -0.75170 -0.189 -0.090 0.304
C 1.33148 1.18805 -1.38806 -0.417 0.677 -0.067
C 0.99406 2.27800 -0.37413 -0.006 -0.041 -0.144
C 0.27051 3.43007 -1.06369 0.119 -0.158 0.096
C 1.78162 -1.23912 -1.59693 -0.510 -0.746 -0.273
C 0.33443 -1.73012 -1.77217 0.367 0.242 -0.243
O -0.25374 -2.10491 -0.55430 -0.316 0.085 0.463
C -0.80785 -1.08660 0.22238 0.060 0.134 0.065
C -0.19453 -0.85053 1.45489 -0.259 -0.150 0.017
C -0.68145 0.11177 2.32910 0.048 0.035 -0.175
C -0.08604 0.31596 3.68603 -0.016 0.024 0.058
C -1.75637 0.88764 1.90511 0.014 -0.054 0.032
C -2.37494 0.63681 0.69763 0.156 -0.015 0.059
C -1.94548 -0.37485 -0.15881 0.296 -0.312 -0.238
C -2.75621 -0.72855 -1.38359 -0.139 0.058 -0.087
C -4.17263 -1.12980 -0.95969 0.195 -0.127 -0.102
C -2.81304 0.42548 -2.38812 0.089 -0.264 0.046
H 2.25266 0.42466 2.15797 -0.180 0.066 0.055
H 3.86784 1.12857 2.22236 0.022 0.129 0.014
H 3.54055 -0.39144 3.03727 -0.043 -0.019 0.135
H 3.27250 -1.56552 0.90065 0.045 -0.103 -0.062
H 4.80336 -0.70978 0.90422 -0.019 -0.071 -0.096
H 3.95668 -0.13494 -1.21892 -0.183 0.047 -0.057
H 3.51167 1.24717 -0.21402 -0.106 -0.038 -0.112
H 1.36154 -0.19895 0.11421 0.216 0.166 -0.299
H 2.03541 1.55483 -2.13846 0.048 -0.157 0.017
H 0.40870 0.90575 -1.89545 0.103 -0.097 0.021
H 1.89558 2.66144 0.10512 0.050 -0.070 0.079
H 0.34377 1.86357 0.39961 0.038 -0.086 0.057
H -0.66337 3.08942 -1.50273 -0.137 -0.017 -0.078
H 0.88649 3.86121 -1.84837 0.035 0.101 -0.113
H 0.04224 4.20942 -0.34367 -0.037 0.099 0.028
H 2.21404 -1.03040 -2.57785 0.061 0.096 0.092
H 2.35275 -2.03774 -1.11939 0.038 0.140 -0.008
H -0.26605 -0.98700 -2.30552 -0.019 -0.101 0.035
H 0.37057 -2.63818 -2.38091 0.053 0.176 -0.019
H 0.61044 -1.50676 1.75944 0.130 -0.088 0.026
H -0.86760 0.25989 4.44096 -0.001 -0.007 0.104
H 0.37081 1.30243 3.76693 0.066 0.034 0.045
H 0.66113 -0.44015 3.91129 0.069 -0.018 0.051
H -2.13689 1.66382 2.55113 -0.074 0.101 0.091
H -3.23961 1.22064 0.42497 -0.146 0.076 -0.057
H -2.30971 -1.60432 -1.86391 0.011 0.104 0.052
H -4.72836 -1.48364 -1.82412 -0.111 -0.023 -0.064
H -4.13461 -1.92898 -0.22353 -0.068 -0.069 0.071
H -4.70934 -0.28909 -0.52942 -0.085 0.102 0.056
H -3.27486 1.30221 -1.94160 -0.051 0.132 0.036
H -3.40591 0.13375 -3.25078 -0.064 0.031 -0.119
H -1.82096 0.70761 -2.74236 0.076 0.062 -0.041

***

[6]
18
Properties=species:S:1:pos:R:3:forces:R:3 method="wB97M-V/def2-TZVPD" e_homo_ev=-8.2 e_above_lowest_ev=4.672 lumo_ev=0.495
C -1.28936 1.36317 -0.01029 0.197 0.012 0.106
C -0.44391 0.33492 -0.70502 0.060 0.135 -0.146
C 1.61388 0.72698 -0.12312 -0.009 0.601 0.202
N -0.47832 -0.98668 -0.42407 0.026 0.090 -0.087
C -0.96463 -1.38586 0.89241 0.100 -0.106 0.122
C 1.05270 -1.10744 -0.64147 -0.059 -0.834 -0.203
O 1.51305 -1.39536 -1.73232 -0.433 0.100 0.543
H -1.22230 1.27605 1.07586 0.014 0.025 -0.087
H -0.98679 2.36935 -0.30824 0.028 -0.138 0.050
H -2.35017 1.24616 -0.28318 0.326 -0.151 -0.069
H -0.19274 0.53152 -1.74527 0.059 0.028 0.158
H 2.66962 0.42882 -0.23120 -0.544 -0.212 -0.095
H 1.50022 1.59928 -0.76768 -0.007 0.170 0.181
H 1.45448 0.96580 0.93603 -0.055 0.171 -0.206
H -0.48483 -0.85015 1.72627 0.029 -0.039 -0.139
H -2.04821 -1.23197 0.98408 0.292 0.003 -0.212
H -0.76615 -2.45187 1.01420 -0.032 0.067 -0.001
H 1.42344 -1.43271 0.34301 0.009 0.079 -0.119